# 1
{
  "formula": "C6H12O",
  "method": "ωB97M-V with the def2-TZVPD basis set",
  "orbital_gap_ev": 8.87,
  "de_lowest_kcal_mol": 107.45,
  "smiles": "C=C/C=C/CC.O",
  "species": ["H", "H", "C", "H", "C", "O", "H", "H", "H", "C", "H", "C", "H", "H", "H", "C", "H", "C", "H"],
  "coordinates": [[1.016, -3.720, 0.269], [-2.021, 4.874, -1.231], [0.418, 1.613, -1.768], [-1.576, -2.291, 1.104], [-0.312, -0.694, 0.767], [-1.281, 5.040, -0.577], [1.329, -2.432, 1.611], [-1.009, 4.123, -0.507], [-0.056, 0.822, -2.291], [-0.608, -2.283, 0.648], [-0.853, -2.482, -0.408], [0.506, -3.108, 1.080], [0.299, -3.897, 1.839], [0.632, 2.680, -1.936], [1.072, 1.910, 0.247], [0.620, -0.165, -0.069], [-0.397, -0.351, 1.836], [0.735, 1.189, -0.479], [1.487, -0.827, -0.138]],
  "forces_ev_per_a": [[-0.55, 1.14, 0.73], [0.99, 0.90, 1.00], [1.29, -0.24, 4.87], [-0.41, -0.92, 0.96], [1.30, -2.18, 0.79], [-1.58, -0.67, -1.49], [-1.46, -1.52, -1.20], [0.60, -0.29, 0.49], [-0.22, 0.08, -1.54], [-0.69, 3.67, -1.67], [0.22, 0.25, 0.24], [3.76, -1.66, 2.09], [-0.26, 0.61, -0.34], [-0.59, -0.80, -0.78], [0.39, 0.46, 0.17], [-0.72, -1.69, 1.60], [-1.54, 0.78, -1.51], [-0.15, 2.60, -2.55], [-0.37, -0.50, -1.88]]
}



# 2
{
  "formula": "C10H16ClPmRhSe",
  "method": "ωB97M-V with the def2-TZVPD basis set",
  "orbital_gap_ev": [4.43, 4.71],
  "s_squared": 20.016,
  "de_lowest_kcal_mol": 22.56,
  "spin_multiplicity": 9,
  "charge": -1,
  "species": ["C", "H", "Pm", "Se", "C", "C", "C", "C", "H", "H", "Cl", "H", "C", "H", "C", "H", "H", "C", "H", "C", "H", "H", "H", "H", "C", "H", "H", "H", "Rh", "H"],
  "coordinates": [[1.608, 1.473, -0.432], [2.029, 1.219, -1.423], [-0.265, 0.081, 0.012], [-2.723, 1.239, 0.704], [0.495, -1.420, 1.605], [-2.045, -3.210, 0.340], [-2.092, 3.526, -0.913], [-1.514, 4.769, -1.162], [1.374, -3.928, -1.811], [-2.469, -2.503, 1.073], [-0.623, -1.807, -2.297], [-2.630, -3.244, -0.597], [-1.876, 2.864, 0.327], [-0.854, 2.968, 2.233], [1.428, -3.802, -0.715], [-0.257, 6.357, -0.392], [1.399, 2.553, -0.378], [-0.463, 4.731, 1.024], [-1.965, -4.227, 0.777], [-1.033, 3.488, 1.288], [-0.276, -1.650, 2.376], [-1.699, 5.270, -2.115], [1.346, -4.780, -0.200], [0.180, 5.199, 1.778], [-0.699, 5.381, -0.193], [2.350, 1.198, 0.345], [2.347, -3.274, -0.405], [1.436, -1.964, 1.813], [-0.178, -2.754, -0.180], [-2.721, 3.032, -1.658]],
  "forces_ev_per_a": [[3.99, 2.38, -0.76], [-0.80, -0.33, 0.29], [-1.27, 0.15, -1.12], [-1.41, -0.26, 0.49], [0.05, -2.14, -0.30], [-0.97, -0.23, 0.21], [0.30, -0.06, 0.52], [0.16, -0.03, 0.29], [0.28, -0.07, 0.38], [-0.09, -0.36, -0.24], [-0.14, 0.59, -0.73], [-0.06, 0.03, 0.50], [0.54, 1.04, -0.15], [-0.08, 0.24, -0.26], [1.21, -0.75, -0.35], [-0.09, -0.21, 0.06], [-0.71, -0.53, 0.09], [0.12, 0.09, -0.10], [-0.19, 0.45, -0.02], [-0.35, -0.20, -0.64], [0.44, -0.02, -0.08], [0.07, -0.13, 0.27], [0.25, 0.35, -0.20], [-0.24, -0.14, -0.29], [-0.16, -0.22, -0.10], [-0.94, -0.39, -0.01], [-0.14, -0.33, -0.20], [-0.34, 0.11, 0.33], [0.39, 0.77, 1.85], [0.18, 0.22, 0.25]]
}



# 3
{
  "formula": "CHN4",
  "method": "ωB97M-V with the def2-TZVPD basis set",
  "orbital_gap_ev": 7.94,
  "de_lowest_kcal_mol": 71.83,
  "charge": -1,
  "species": ["H", "N", "N", "N", "N", "C"],
  "coordinates": [[-0.447, -0.045, -0.423], [1.268, 0.354, 2.181], [2.301, 0.259, 2.659], [0.283, 0.394, 1.549], [1.682, -0.293, -0.430], [0.581, -0.072, -0.071]],
  "forces_ev_per_a": [[0.02, 0.00, -0.03], [1.61, -0.20, 0.69], [0.39, 0.05, 0.37], [-2.62, 0.54, 0.19], [0.88, -0.35, -0.85], [-0.29, -0.04, -0.37]]
}



# 4
{
  "formula": "C5H6O",
  "method": "ωB97M-V with the def2-TZVPD basis set",
  "orbital_gap_ev": 10.56,
  "de_lowest_kcal_mol": 35.76,
  "smiles": "C#CCC(C)=O",
  "species": ["H", "C", "H", "H", "C", "O", "H", "C", "C", "H", "C", "H"],
  "coordinates": [[1.330, 1.652, 1.457], [0.062, -0.172, -1.195], [-0.143, 0.705, 1.750], [1.045, -0.605, -1.427], [0.282, 1.060, -0.310], [0.091, 2.172, -0.741], [-0.390, 0.160, -2.135], [-0.771, -1.162, -0.511], [-1.466, -1.912, 0.124], [1.309, -0.127, 1.195], [0.740, 0.803, 1.108], [-2.089, -2.572, 0.686]],
  "forces_ev_per_a": [[-0.09, -0.09, -0.05], [-0.04, 0.02, -0.08], [0.10, 0.01, -0.11], [-0.14, 0.05, 0.06], [0.00, 0.28, -0.02], [0.11, -0.42, 0.13], [0.03, -0.07, 0.15], [-0.31, -0.32, 0.31], [0.27, 0.29, -0.27], [-0.08, 0.14, -0.04], [0.04, 0.05, 0.05], [0.11, 0.07, -0.12]]
}



# 5
{
  "formula": "C8H7NOS2",
  "method": "ωB97M-V with the def2-TZVPD basis set",
  "orbital_gap_ev": 9.48,
  "de_lowest_kcal_mol": 54.71,
  "smiles": "C[C@@H]1SC(c2cccs2)=NC1=O",
  "species": ["S", "C", "S", "C", "C", "C", "H", "H", "C", "C", "H", "H", "C", "H", "H", "H", "C", "N", "O"],
  "coordinates": [[1.580, 0.150, 0.042], [0.384, -2.119, 0.831], [-1.887, 2.017, 0.279], [1.735, -1.468, 0.785], [-2.092, 2.279, -2.258], [-1.047, 0.932, -0.769], [3.417, -0.863, 1.896], [1.780, -0.858, 2.905], [-1.253, 1.117, -2.031], [-2.519, 2.758, -1.033], [-3.286, 3.718, -1.159], [2.288, -2.043, 0.095], [-0.202, -0.148, -0.148], [-2.535, 2.482, -3.102], [2.513, -2.556, 2.785], [-0.734, 0.417, -2.931], [2.411, -1.436, 2.155], [-0.627, -1.242, 0.298], [0.074, -3.138, 1.360]],
  "forces_ev_per_a": [[-0.96, 0.25, -0.23], [-1.77, 1.65, 0.21], [0.67, -0.74, 1.23], [0.11, -0.46, 0.88], [1.79, -2.64, 5.53], [1.63, -2.15, 4.40], [-1.76, -1.50, 1.47], [0.91, -0.30, -1.14], [0.73, -0.30, -6.28], [-2.91, 4.31, -4.10], [2.12, -2.76, 1.32], [1.00, -0.83, -0.68], [0.95, 0.93, -0.09], [-1.93, 1.49, -4.49], [0.08, 3.19, -2.52], [-1.61, 2.13, 2.77], [1.22, -0.79, 1.92], [-0.84, -0.84, -0.21], [0.57, -0.66, 0.01]]
}



# 6
{
  "formula": "C3H8N2O",
  "method": "ωB97M-V with the def2-TZVPD basis set",
  "orbital_gap_ev": [7.75, 7.75],
  "de_lowest_kcal_mol": 108.32,
  "species": ["C", "C", "H", "H", "N", "H", "H", "H", "H", "H", "H", "O", "C", "N"],
  "coordinates": [[-0.166, 0.697, 1.065], [0.666, 0.160, 0.093], [-1.460, -2.154, -0.440], [-0.334, 1.799, 1.040], [0.834, 0.754, -1.046], [-1.254, 0.477, 2.996], [-0.367, -1.581, -1.397], [-0.850, -0.961, 2.148], [0.356, 1.611, -1.330], [1.683, 0.978, -2.798], [1.114, -0.854, 0.230], [-0.998, -1.324, -0.689], [-0.759, 0.118, 2.151], [1.537, 0.279, -2.023]],
  "forces_ev_per_a": [[-2.29, 2.43, 3.61], [0.97, -1.52, -0.06], [0.40, 0.73, -0.38], [0.40, -0.60, -0.25], [0.40, 0.93, -1.14], [-0.66, 1.62, 0.67], [-0.57, 0.17, 0.47], [0.60, -0.37, 0.04], [-0.28, 0.08, 1.27], [-0.68, -0.69, 1.39], [-0.18, 1.35, -0.36], [-0.63, -1.74, -0.70], [1.23, -1.72, -2.70], [1.30, -0.68, -1.87]]
}



# 7
{
  "formula": "C22H20IrN2S4",
  "method": "ωB97M-V with the def2-TZVPD basis set",
  "orbital_gap_ev": [7.94, 6.09],
  "s_squared": 8.809,
  "spin_multiplicity": 6,
  "charge": 2,
  "species": ["H", "H", "C", "C", "S", "H", "H", "Ir", "C", "C", "C", "H", "H", "H", "H", "C", "C", "C", "H", "C", "C", "C", "C", "S", "C", "H", "C", "C", "C", "C", "N", "H", "H", "H", "C", "C", "H", "C", "H", "H", "H", "H", "N", "H", "C", "H", "S", "S", "C"],
  "coordinates": [[0.129, 2.591, -5.213], [-0.743, 3.907, -3.286], [3.094, 3.069, 2.208], [-0.016, -2.900, -1.461], [1.213, -1.749, -0.894], [-0.150, -5.953, -2.901], [1.013, -2.351, 5.176], [-0.223, 0.046, 0.372], [0.716, 3.091, 1.691], [0.597, 4.282, 2.378], [2.960, 4.262, 2.891], [0.505, 0.090, 5.491], [3.824, 4.721, 3.351], [-1.808, 3.501, -0.900], [2.613, -0.539, -2.335], [1.554, -0.799, -2.407], [0.423, -4.093, -1.999], [-0.265, -0.589, 5.121], [-3.369, -3.335, -1.851], [-0.262, 2.373, -1.870], [-0.771, 3.214, -0.719], [-2.311, -3.556, -1.897], [1.714, 4.867, 2.983], [2.243, 0.924, 0.879], [0.032, -2.039, 5.528], [4.059, 2.586, 2.128], [-1.862, -4.746, -2.436], [0.174, 2.194, -4.208], [-0.318, 2.923, -3.141], [-1.397, -2.618, -1.384], [-0.394, -0.370, 2.529], [-2.574, -5.466, -2.817], [1.483, -4.308, -2.040], [0.016, -2.109, 6.613], [-0.502, -5.019, -2.485], [0.776, 0.470, -2.670], [-0.368, 4.767, 2.441], [0.743, 0.954, -3.966], [-0.189, 4.133, -0.654], [-1.221, -0.255, 5.529], [1.602, 5.802, 3.516], [1.452, -1.487, -3.245], [0.244, 1.158, -1.650], [-0.719, -2.718, 5.129], [-0.334, -0.439, 3.672], [1.166, 0.371, -4.772], [-2.036, -1.193, -0.679], [-0.773, 2.468, 0.937], [1.976, 2.441, 1.613]],
  "forces_ev_per_a": [[0.00, 0.00, 0.00], [0.00, 0.00, 0.00], [-0.01, 0.05, 0.04], [-0.02, 0.02, -0.01], [0.00, 0.15, -0.03], [0.01, 0.00, 0.00], [0.00, -0.01, -0.01], [-0.05, -0.05, -0.31], [-0.05, 0.20, -0.02], [0.00, -0.04, -0.05], [0.00, 0.00, -0.02], [-0.01, 0.02, -0.01], [0.00, 0.00, 0.00], [0.00, 0.00, -0.02], [0.00, 0.00, 0.01], [0.03, -0.01, 0.04], [-0.02, 0.02, 0.00], [0.01, -0.07, 0.07], [0.00, 0.00, 0.00], [0.02, 0.01, 0.00], [-0.05, 0.01, 0.07], [0.01, -0.01, 0.01], [0.04, 0.00, 0.00], [-0.18, 0.11, 0.21], [-0.01, 0.02, -0.03], [0.00, -0.01, 0.00], [-0.01, -0.01, -0.01], [0.00, 0.01, 0.00], [0.01, 0.00, 0.00], [0.05, 0.05, 0.02], [0.04, -0.07, 0.23], [0.00, 0.00, 0.00], [0.00, -0.02, 0.00], [0.01, 0.00, 0.00], [0.00, 0.00, 0.00], [-0.02, -0.01, -0.06], [0.00, 0.01, 0.03], [-0.03, -0.02, 0.00], [-0.03, 0.02, 0.00], [-0.01, 0.02, -0.03], [-0.01, 0.00, 0.00], [0.03, 0.00, 0.00], [-0.01, -0.02, -0.11], [0.00, 0.00, 0.01], [-0.06, -0.11, -0.03], [0.01, 0.00, 0.00], [0.05, 0.26, 0.28], [0.20, -0.39, -0.18], [0.08, -0.15, -0.11]]
}



# 8
{
  "formula": "C4H3LiO6Y",
  "method": "ωB97M-V with the def2-TZVPD basis set",
  "orbital_gap_ev": [5.90, 5.50],
  "de_lowest_kcal_mol": 0.68,
  "charge": 1,
  "species": ["O", "O", "C", "C", "O", "C", "O", "O", "O", "C", "H", "Li", "Y", "H", "H"],
  "coordinates": [[1.994, -0.470, -0.562], [-2.672, -1.260, 0.546], [3.152, 0.087, -0.847], [-2.373, -0.207, 1.140], [3.361, 1.327, -0.709], [0.983, 0.288, 0.009], [-1.089, 0.286, 1.046], [4.091, -0.671, -1.230], [-3.169, 0.539, 1.742], [-0.209, -0.281, 0.177], [-5.980, -0.065, -0.913], [-4.617, -0.660, 0.970], [5.732, 1.077, -1.528], [1.248, 1.288, 0.348], [-0.454, -1.278, -0.192]],
  "forces_ev_per_a": [[1.02, -0.13, -0.78], [-0.29, -0.40, -0.08], [-0.65, 0.15, 0.51], [-0.67, 0.58, -0.64], [1.50, 0.78, -0.49], [-0.85, 0.70, 0.51], [0.37, 0.43, -0.33], [1.93, 0.29, -0.77], [-0.25, -0.35, 0.11], [0.45, -0.69, 0.70], [-0.04, 0.01, -0.04], [1.08, 0.16, 0.25], [-3.58, -1.43, 1.01], [-0.03, -0.39, 0.02], [0.01, 0.27, 0.03]]
}



# 9
{
  "formula": "C5H8O",
  "method": "ωB97M-V with the def2-TZVPD basis set",
  "orbital_gap_ev": 10.66,
  "de_lowest_kcal_mol": 33.21,
  "smiles": "CC1(C=O)CC1",
  "species": ["C", "C", "H", "H", "O", "H", "H", "H", "C", "C", "H", "C", "H", "H"],
  "coordinates": [[-0.416, -0.969, -0.896], [-0.915, -0.943, 0.501], [0.262, -1.723, -1.273], [-1.960, -0.764, 0.729], [0.283, 2.202, -1.078], [-0.452, -1.662, 1.174], [-1.114, -0.599, -1.644], [-1.554, 1.437, -0.822], [-0.460, 1.357, -0.636], [1.332, 0.325, 0.806], [2.245, 0.157, 0.231], [0.030, 0.141, 0.061], [1.359, -0.318, 1.688], [1.360, 1.360, 1.159]],
  "forces_ev_per_a": [[0.14, -0.24, -0.19], [-0.27, -0.08, 0.21], [0.08, 0.03, 0.26], [0.00, 0.13, -0.21], [-0.22, -0.12, 0.32], [-0.08, 0.22, -0.08], [0.11, -0.26, -0.03], [0.03, -0.18, 0.04], [0.04, 0.57, 0.04], [0.27, -0.08, 0.03], [-0.17, 0.01, -0.13], [-0.07, 0.12, -0.10], [0.05, 0.00, -0.14], [0.10, -0.12, -0.05]]
}



Number 1: F_max 5.039 eV/Å. Number 2: F_max 4.707 eV/Å. Number 3: F_max 2.679 eV/Å. Number 4: F_max 0.549 eV/Å. Number 5: F_max 6.628 eV/Å. Number 6: F_max 4.921 eV/Å. Number 7: F_max 0.479 eV/Å. Number 8: F_max 3.986 eV/Å. Number 9: F_max 0.577 eV/Å.